C18H27O15Pt2 as an isolated structure. Source: the OMol25 dataset; level of theory: ωB97M-V/def2-TZVPD.

Properties
HOMO level (alpha / beta): -12.9 / -12.9 eV
orbital gap (alpha / beta): 0.27002 / 0.24386 Eh
⟨S²⟩: 6.0080
largest force on an atom: 0.0385 Eh/bohr
DFT total energy: -56299.6567 eV
LUMO level (alpha / beta): -5.5 / -6.2 eV

```
! wB97M-V def2-TZVPD RIJCOSX def2/J DEFGRID3
* xyz 1 5
Pt 1.98 -0.67 2.92
Pt 3.66 1.67 0.74
C -0.27 0.31 -0.71
C 0.89 0.10 0.23
O 0.75 -0.70 1.18
O 1.99 0.68 -0.06
H -0.90 1.15 -0.42
H -0.88 -0.59 -0.72
H 0.13 0.54 -1.69
C 2.13 3.20 4.25
C 1.92 1.87 3.60
O 2.74 1.42 2.71
O 1.14 1.03 4.09
H 2.83 3.83 3.70
H 2.52 2.97 5.25
H 1.19 3.72 4.44
C 5.37 -2.37 0.63
C 4.43 -1.40 1.27
O 4.58 -0.18 0.92
O 3.62 -1.78 2.15
H 6.33 -2.37 1.15
H 5.52 -2.08 -0.40
H 5.04 -3.40 0.73
C -1.00 3.25 1.69
C -2.05 2.48 2.47
C -3.44 2.49 1.79
O -3.60 1.16 1.34
C -2.58 0.38 1.72
O -2.44 -0.76 1.43
O -1.74 1.09 2.52
H -1.22 4.32 1.71
H -1.02 3.05 0.61
H 0.04 3.06 1.97
H -2.03 2.82 3.51
H -3.51 3.23 0.99
H -4.17 2.80 2.53
C -2.29 0.00 -4.12
C -2.89 1.36 -3.89
C -4.28 1.73 -4.43
O -4.80 2.54 -3.37
C -4.08 2.37 -2.24
O -4.36 2.89 -1.21
O -3.02 1.57 -2.47
H -2.13 -0.29 -5.16
H -2.94 -0.81 -3.75
H -1.37 -0.13 -3.56
H -2.21 2.12 -4.29
H -4.96 0.88 -4.50
H -4.13 2.33 -5.32
C -0.11 -3.99 0.10
C 0.76 -3.69 -1.09
C 2.26 -3.47 -0.79
O 2.91 -4.44 -1.61
C 2.02 -5.18 -2.29
O 2.29 -6.04 -3.06
O 0.76 -4.78 -2.01
H 0.28 -4.88 0.61
H -1.13 -4.17 -0.21
H -0.06 -3.23 0.88
H 0.41 -2.84 -1.68
H 2.46 -3.66 0.26
H 2.69 -2.50 -1.04
*
```

Here are the Löwdin charges for atoms 1 to 5, given in e: number 1, Pt, carries 1.358; number 2, Pt, carries 1.310; number 3, C, carries 0.037; number 4, C, carries -0.609; number 5, O, carries -0.105